The following is a quantum chemistry calculation of C5H6BrIN2 in the gas phase, from the OMol25 dataset.

Results
DFT total energy   -86403.627 eV
HOMO-LUMO gap   8.784 eV
ΔE to the lowest compared entry with this formula, charge and spin   0.00 kcal per mole
E_LUMO   0.4 eV
Strongest force on any atom   6.26 eV Å⁻¹
SMILES string   Cc1nn(C)c(I)c1Br

Geometry as ORCA input:
```
! RIJCOSX wB97M-V def2-TZVPD def2/J DEFGRID3
* xyz 0 1
C 2.194 1.271 0.444
C 0.872 0.667 0.123
N 0.434 -0.474 0.663
N -0.802 -0.759 0.171
C -1.326 -2.096 0.438
C -1.288 0.156 -0.729
I -3.018 0.289 -1.753
C -0.081 1.114 -0.780
Br -0.129 2.713 -1.810
H 2.795 0.312 0.740
H 2.461 1.977 -0.331
H 2.264 1.998 1.287
H -1.131 -2.518 -0.508
H -0.928 -2.507 1.324
H -2.316 -2.142 0.721
*
```

Atomic partial charges in e from the Mulliken method, atoms 1 to 4:
1 C -1.005
2 C 0.767
3 N -0.889
4 N 0.642

The following is a quantum chemistry calculation of H16NaO8 as an isolated structure, from the OMol25 dataset.

Results
DFT total energy   -21052.241 eV
HOMO-LUMO gap   10.078 eV
ΔE to the lowest compared entry with this formula, charge and spin   27.62 kcal per mole
E_LUMO   -3.6 eV
Strongest force on any atom   2.48 eV Å⁻¹

Geometry as ORCA input:
```
! RIJCOSX wB97M-V def2-TZVPD def2/J DEFGRID3
* xyz 1 1
Na -10.798 10.992 2.871
O -8.876 11.587 0.980
H -8.270 11.273 1.668
H -8.434 11.493 0.095
O -9.772 9.014 2.396
H -10.012 8.377 3.068
H -8.915 8.682 2.109
O -11.692 12.531 1.337
H -10.937 12.934 0.957
H -12.077 13.111 1.947
O -10.672 10.146 4.882
H -11.110 10.552 5.620
H -9.775 10.303 5.154
O -12.595 9.744 2.060
H -12.516 8.769 2.143
H -13.274 9.899 2.776
O -10.647 8.815 -0.131
H -10.342 9.570 -0.621
H -10.280 9.021 0.730
O -9.693 12.970 3.964
H -9.489 13.880 4.035
H -9.187 12.532 4.668
O -12.702 12.151 3.937
H -13.285 11.456 4.354
H -13.249 12.817 3.514
*
```

Atomic partial charges in e from the Mulliken method, atoms 1 to 4:
1 Na 0.882
2 O -0.539
3 H 0.298
4 H 0.287

The following is a quantum chemistry calculation of a 3-piece molecular cluster, C23H50ClN3O10PS overall, from the OMol25 dataset.

Results
DFT total energy   -82252.715 eV
HOMO-LUMO gap   8.012 eV
ΔE to the lowest compared entry with this formula, charge and spin   0.00 kcal per mole
E_LUMO   2.3 eV
Strongest force on any atom   1.15 eV Å⁻¹

Geometry as ORCA input:
```
! RIJCOSX wB97M-V def2-TZVPD def2/J DEFGRID3
* xyz -1 1
C 1.130 2.057 1.525
C 1.140 1.132 2.746
O -0.108 0.443 2.955
C -0.180 -0.848 2.521
O -0.724 -1.646 3.219
C 0.423 -1.134 1.175
C -0.291 -2.265 0.437
C 0.380 -2.770 -0.859
P 1.489 -1.566 -1.756
Cl 3.051 -3.304 -2.163
O 0.775 -1.999 -3.262
C 1.487 -1.672 -4.394
S 0.423 -1.335 -5.816
C 2.513 -0.556 -4.030
C 3.935 -0.875 -4.490
O 3.912 -1.576 -5.720
C 5.195 -1.858 -6.226
N 2.069 0.789 -4.496
C 2.434 1.286 -5.534
O 2.832 1.811 -6.509
O 2.522 -0.485 -2.656
H 1.277 3.096 1.814
H 1.903 1.777 0.810
H 0.179 1.968 1.003
H 1.286 1.715 3.653
H 1.946 0.402 2.686
H 1.477 -1.378 1.339
H 0.400 -0.213 0.599
H -1.327 -1.972 0.253
H -0.347 -3.098 1.140
H -0.407 -2.998 -1.578
H 0.892 -3.711 -0.670
H 0.597 -0.482 -1.505
H 2.336 -1.309 -0.660
H 2.047 -2.538 -4.756
H -0.446 -0.499 -5.243
H 4.492 0.063 -4.618
H 4.404 -1.460 -3.698
H 5.223 -2.900 -6.549
H 5.416 -1.224 -7.090
H 5.968 -1.704 -5.470
C 3.388 1.533 9.527
O 2.785 0.280 9.766
C 1.367 0.321 9.879
C 0.706 -0.403 8.728
N 0.881 0.325 7.482
C 0.425 -0.388 6.287
C 1.158 -1.663 5.903
O 2.503 -1.454 5.500
C 3.466 -1.452 6.529
H 4.466 1.381 9.557
H 3.118 1.944 8.549
H 3.114 2.261 10.298
H 1.017 1.357 9.928
H 1.096 -0.176 10.815
H -0.365 -0.490 8.936
H 1.123 -1.420 8.693
H 1.862 0.547 7.372
H 0.494 0.302 5.446
H -0.636 -0.625 6.405
H 0.643 -2.085 5.041
H 1.115 -2.417 6.701
H 3.178 -2.116 7.350
H 3.643 -0.451 6.937
H 4.404 -1.810 6.103
C -5.075 4.547 -4.706
O -5.492 3.522 -3.830
C -6.645 2.810 -4.255
C -6.306 1.376 -4.591
N -5.501 1.300 -5.801
C -4.978 -0.029 -6.101
C -3.970 -0.634 -5.132
O -2.739 0.052 -5.093
C -2.644 1.125 -4.176
H -4.251 5.066 -4.221
H -4.726 4.155 -5.668
H -5.882 5.263 -4.894
H -7.106 3.305 -5.116
H -7.364 2.822 -3.430
H -7.236 0.822 -4.753
H -5.806 0.940 -3.715
H -4.722 1.941 -5.713
H -4.498 0.022 -7.082
H -5.824 -0.718 -6.196
H -3.740 -1.642 -5.484
H -4.377 -0.739 -4.119
H -3.273 0.957 -3.297
H -2.916 2.084 -4.631
H -1.604 1.189 -3.855
*
```

Atomic partial charges in e from the Mulliken method, atoms 1 to 4:
1 C -1.328
2 C -0.116
3 O -0.405
4 C 0.231

The following is a quantum chemistry calculation of C6H13N in the gas phase, from the OMol25 dataset.

Results
DFT total energy   -7921.963 eV
HOMO-LUMO gap   9.825 eV
ΔE to the lowest compared entry with this formula, charge and spin   20.06 kcal per mole
E_LUMO   1.1 eV
Strongest force on any atom   0.22 eV Å⁻¹
SMILES string   C[C@H]1N(C)C1(C)C

Geometry as ORCA input:
```
! RIJCOSX wB97M-V def2-TZVPD def2/J DEFGRID3
* xyz 0 1
C -1.414 1.736 0.550
C -0.686 0.417 0.621
N -0.744 -0.472 -0.524
C -1.052 -1.883 -0.338
C 0.555 0.068 -0.128
C 1.570 -0.797 0.595
C 1.188 0.982 -1.158
H -2.473 1.604 0.800
H -0.988 2.455 1.260
H -1.361 2.163 -0.454
H -0.755 -0.069 1.601
H -1.490 -2.283 -1.258
H -0.165 -2.486 -0.106
H -1.778 -2.029 0.471
H 2.261 -0.147 1.144
H 1.107 -1.469 1.324
H 2.161 -1.400 -0.106
H 0.491 1.743 -1.515
H 1.498 0.387 -2.025
H 2.077 1.479 -0.754
*
```

Atomic partial charges in e from the Mulliken method, atoms 1 to 4:
1 C -1.515
2 C 0.092
3 N -0.407
4 C -0.857